C20H38InN3O13P as an isolated structure, computed with the ωB97M-V functional and the def2-TZVPD basis.

The value obtained for the largest force on an atom is 0.38 eV Å⁻¹. The frontier orbital gap is 0.1735 Eh. The calculation puts the total energy at -2458.838999 a.u. As for the HOMO energy: -3.4296 eV. As for the net charge: -1. As for the lowest unoccupied orbital energy: 1.29 eV.

Each line ends with the Mulliken charge.
CARTESIAN COORDINATES (ANGSTROEM)
O: -1.63627 -0.57206 -6.17758  -0.31
H: -2.41589 -3.09931 -6.69894  0.36
H: -6.38890 -1.36176 5.07464  0.29
H: -1.28976 0.07501 9.70045  0.36
C: 0.75535 -1.12672 2.07450  -1.24
C: 5.37639 5.77199 -5.21734  0.47
H: -2.39203 -2.92360 -8.45892  0.38
C: 2.20411 0.80517 -3.18158  0.53
O: 5.12844 2.93793 -3.33042  -0.50
C: 4.95951 3.95230 -3.92690  0.59
C: -1.99945 0.24513 8.87660  0.00
H: 7.13003 7.00230 -5.32592  0.35
H: -0.49017 -3.25246 1.00492  0.31
H: -2.89459 -1.64255 9.28679  0.29
H: -1.82011 -3.26046 7.43627  0.24
H: -7.85822 -1.79900 8.12886  0.23
H: 3.70970 6.42964 -3.99202  0.30
C: 1.68750 -1.11324 -2.08266  0.57
O: 0.78429 -3.11763 3.43169  -0.22
H: -0.36821 -1.11514 6.29486  0.27
H: -3.29009 -0.86766 -7.34875  0.28
H: 0.45977 0.10124 -4.25298  0.02
C: -1.96124 -2.55709 -7.52612  -1.43
H: 0.64449 2.26331 -3.03220  0.40
H: -0.32727 -1.05990 2.18837  0.36
N: -6.87598 -1.54977 8.07608  -0.53
O: 1.60009 -1.40535 -3.40012  -0.38
O: 1.58057 -1.91527 -1.20552  -0.50
P: -6.03513 -2.56133 6.93868  0.08
O: 3.75159 4.40225 -4.34815  -0.18
H: -4.39585 0.32095 5.86031  -0.36
H: -2.91124 -2.90605 5.05996  0.23
C: 1.71791 2.22567 -3.22230  -1.48
H: -0.88990 -2.76044 -7.52413  0.34
H: 5.62760 7.81551 -5.78459  0.38
H: -2.15369 0.02163 -9.30156  0.30
H: -1.18110 -3.88728 5.90034  0.32
C: 1.50861 -0.16539 -4.11731  -0.12
O: -6.76907 -2.17045 5.44949  -0.53
H: 3.21633 5.92574 -5.63272  0.33
H: 1.99479 -0.27985 -5.08344  0.33
O: 1.89946 0.20232 -1.90045  -0.35
O: -0.92734 1.45594 -5.51197  -0.52
O: 0.54568 -4.75840 1.95863  -0.39
C: 0.55537 -4.43637 3.27644  0.60
H: 0.15561 -2.04929 7.69211  0.28
H: -6.81756 -0.55379 7.88394  0.20
C: -1.27156 0.71215 -6.37528  0.69
C: -1.54964 -0.18684 -8.42306  -0.49
C: 6.07141 7.10006 -5.09095  -1.43
C: 3.91165 5.74272 -4.81820  -0.55
C: -1.43242 -2.97224 6.44467  -0.14
C: -2.21812 -1.08127 -7.39377  0.49
H: 2.23421 2.81488 -2.46705  0.34
H: 5.50017 5.35455 -6.22133  0.25
C: 0.54708 -3.53517 1.20411  -0.35
H: 1.05054 -0.71970 1.10745  0.19
O: 5.93252 4.81712 -4.29199  -0.36
H: -0.57623 -0.58545 -8.72172  0.30
N: -2.42449 -2.23304 5.64444  -0.73
H: 0.67995 -2.51594 6.05862  0.20
H: 5.97641 7.48437 -4.07505  0.35
N: -1.74437 1.26185 8.15491  -0.77
H: 1.08165 -3.67921 0.27421  0.23
H: -4.00217 -0.28846 9.30996  0.35
H: 3.28909 0.75643 -3.30754  0.22
H: 2.28711 -2.64695 2.11261  0.19
C: -0.15586 -2.12821 6.64553  -0.97
O: 0.39585 -5.21219 4.16562  -0.54
H: 1.91688 2.66173 -4.19866  0.35
H: 1.21361 -0.53897 2.86881  0.36
C: 1.19688 -2.56216 2.16901  0.52
O: -1.34200 1.02638 -7.69113  -0.33
C: -3.14496 -0.71036 8.77070  -0.96
In: -3.88491 -1.15527 6.72876  0.40
H: -2.44242 1.33271 7.40698  0.28